Density functional theory data (the ωB97M-V functional and the def2-TZVPD basis) for a 2-piece molecular cluster, C5H8O overall at a distorted geometry.

- SMILES string: C1=C[C@@H]2O[C@@H]2C1.[H][H]
- Energy above the lowest of the compared OMol25 structures with the same formula, charge and spin: 375.9 kJ/mol
- Frontier orbital gap: 10.077 eV
- LUMO level: 0.04222 Eh
- Calculated total energy: -270.4147 Eh
- HOMO level: -8.93 eV

```
! wB97M-V def2-TZVPD RIJCOSX def2/J DEFGRID3
* xyz 0 1
C 1.21 0.21 -0.01
C 0.18 1.09 0.54
C -1.16 0.39 0.39
C -0.73 -1.04 0.10
C 0.60 -1.14 -0.02
O 1.07 0.50 1.45
H 0.30 0.19 -1.84
H 2.14 0.52 -0.50
H 0.28 2.17 0.52
H -1.72 0.41 1.33
H -1.76 0.90 -0.38
H -1.41 -1.88 0.17
H -0.25 -0.33 -1.83
H 1.23 -2.01 0.01
*
```